(1)
Below is a cluster of 5 separate species, C28H58BN6O3P in total at a distorted geometry, with properties calculated with wB97M-V/def2-TZVPD.

molecular weight	568.60	g mol⁻¹
HOMO	-8.56	eV
total charge	0
electronic energy	-55025.1548	eV

```
97
Properties=species:S:1:pos:R:3:forces:R:3
C 3.038458 2.843216 -4.152843 -0.115 0.102 0.252
C 1.970484 1.877256 -4.689914 0.576 0.253 -0.236
C 2.445159 0.437564 -4.869997 -0.319 0.077 0.210
C 2.588100 -0.346518 -3.569783 0.033 0.094 -0.603
O 3.801192 -0.023988 -2.952403 0.069 -0.396 0.132
P 4.073373 -0.831166 -1.394723 0.274 -0.107 0.029
C 4.564476 -1.780406 0.212372 0.244 0.442 -0.217
C 6.067088 -1.672132 0.495462 -0.420 -0.283 0.514
C 6.481465 -0.281146 1.002373 0.231 0.076 -0.281
C 7.360793 0.507601 0.033079 0.729 -0.171 0.270
N 7.601931 1.885398 0.504100 -1.388 -0.060 -0.278
C 6.817568 2.918483 -0.024373 -0.126 1.126 0.707
C 6.531822 2.927522 -1.503672 -0.157 -0.551 0.213
O 6.423012 3.831607 0.704585 0.503 -1.073 -0.714
B 3.114801 0.589963 -0.467771 -0.685 0.711 -0.016
O 3.619860 1.858066 -0.639908 0.319 -0.547 -0.243
N 1.963299 0.407270 0.364489 0.849 -1.240 -0.233
C 2.162017 0.911105 1.744006 -0.170 0.831 -0.596
C 1.361393 -0.934549 0.322268 -0.209 0.230 0.554
H 3.807776 2.334571 -3.579201 0.010 -0.142 0.046
H 2.583403 3.578316 -3.487544 0.007 0.115 -0.020
H 3.523745 3.401208 -4.950795 0.065 -0.044 -0.119
H 1.656009 2.248223 -5.666051 -0.232 0.027 -0.002
H 1.098034 1.907183 -4.037723 -0.128 -0.166 0.019
H 3.414355 0.392033 -5.366540 0.080 0.130 -0.095
H 1.736288 -0.068476 -5.529408 -0.067 -0.164 0.070
H 2.541583 -1.412961 -3.841013 0.120 -0.160 0.223
H 1.728011 -0.159955 -2.907525 -0.114 0.115 0.049
H 5.438435 -0.643727 -1.674792 -0.093 0.112 -0.189
H 3.406728 -1.957053 -1.930394 -0.063 -0.024 0.125
H 4.066612 -1.312347 1.063960 -0.228 -0.165 0.095
H 4.245665 -2.821473 0.182108 -0.034 -0.092 -0.069
H 6.656723 -1.988171 -0.367695 0.085 0.126 -0.135
H 6.287164 -2.393529 1.283859 0.159 -0.084 -0.023
H 5.610730 0.324814 1.264479 -0.155 -0.033 -0.037
H 7.059194 -0.405519 1.918936 -0.037 0.106 0.151
H 8.325806 -0.001484 -0.010762 0.061 -0.043 -0.138
H 6.966289 0.486317 -0.975233 -0.085 0.247 -0.071
H 7.418686 1.918222 1.500658 0.492 0.149 0.191
H 5.865857 2.096365 -1.740789 -0.065 0.030 -0.057
H 6.000811 3.838890 -1.741099 0.123 0.193 -0.090
H 7.432802 2.790997 -2.095904 0.127 0.153 -0.030
H 2.895200 2.484161 -0.663904 -0.063 0.421 0.397
H 3.217930 0.908199 2.016459 0.026 -0.231 0.214
H 1.587375 0.326928 2.449430 -0.053 -0.148 0.060
H 1.848603 1.952893 1.803421 -0.158 0.032 0.125
H 1.801639 -1.603563 1.061074 0.083 -0.044 -0.044
H 0.300712 -0.863705 0.566443 -0.136 -0.006 -0.108
H 1.463604 -1.387003 -0.660332 -0.053 0.113 -0.175
C -1.839962 -2.708441 4.115241 -0.008 0.039 0.011
C -0.993908 -2.549634 5.372960 -0.170 -0.127 -0.157
C 0.122125 -1.516595 5.187145 -0.075 -0.034 0.319
C 1.067396 -1.922034 4.150778 -0.086 0.107 -0.073
N 1.770170 -2.240859 3.301241 0.131 -0.117 0.128
H -1.237926 -3.078359 3.282224 0.009 0.000 0.012
H -2.646561 -3.423372 4.283060 -0.002 0.012 -0.012
H -2.282648 -1.752912 3.821991 0.093 -0.227 0.041
H -0.564086 -3.511284 5.660960 0.071 0.042 0.036
H -1.624793 -2.223307 6.201389 0.047 0.054 0.018
H 0.666958 -1.371324 6.121537 0.076 -0.002 -0.047
H -0.307391 -0.550830 4.912999 0.023 -0.005 -0.096
C -1.347424 -2.226623 -4.258685 -0.002 0.027 0.042
C -0.770850 -2.338015 -2.852232 0.011 0.089 -0.228
C -1.407674 -3.461807 -2.028814 0.248 0.128 0.059
C -2.832851 -3.235867 -1.792938 0.041 -0.134 -0.019
N -3.952790 -3.058713 -1.617684 -0.057 0.040 -0.032
H -2.411710 -1.988499 -4.233489 -0.012 -0.028 0.008
H -0.843250 -1.436296 -4.815254 0.002 -0.006 -0.012
H -1.220091 -3.160235 -4.809895 -0.009 -0.003 -0.008
H -0.891801 -1.385867 -2.331815 0.009 -0.033 0.076
H 0.302284 -2.529176 -2.920452 0.005 -0.029 0.090
H -0.906732 -3.544354 -1.062666 -0.068 -0.011 0.044
H -1.278052 -4.419818 -2.535282 -0.094 -0.015 -0.021
C -5.870604 -1.738212 0.744994 -0.008 0.003 0.145
C -6.528315 -1.433291 2.085030 0.140 -0.231 -0.178
C -6.091857 -0.085724 2.668062 -0.173 -0.244 0.200
C -4.663305 -0.060479 2.974375 -0.031 0.121 -0.079
N -3.536036 -0.044654 3.190863 -0.014 0.145 0.026
H -4.784840 -1.804080 0.836190 -0.029 0.006 -0.030
H -6.225361 -2.690200 0.351576 0.051 0.025 -0.037
H -6.106141 -0.963595 0.014040 -0.002 -0.003 -0.016
H -6.297851 -2.229838 2.797028 0.027 0.047 0.056
H -7.607405 -1.419248 1.958113 -0.051 0.116 0.072
H -6.647946 0.116640 3.585565 0.081 0.059 0.042
H -6.323984 0.717945 1.974129 0.086 0.027 -0.080
C -8.462370 4.316484 2.000319 0.024 -0.013 -0.049
C -8.613267 4.180800 0.489418 0.055 0.086 0.199
C -9.471717 2.978652 0.081091 0.048 0.237 -0.157
C -8.868211 1.710588 0.483151 -0.142 -0.042 0.009
N -8.394582 0.717499 0.809575 -0.097 0.104 -0.095
H -7.957790 3.449077 2.429060 -0.022 -0.017 -0.003
H -7.871932 5.197933 2.247365 -0.002 0.004 0.018
H -9.435480 4.416809 2.484242 -0.002 -0.007 0.010
H -7.628096 4.101397 0.027056 -0.019 -0.036 -0.052
H -9.079159 5.082342 0.089263 -0.032 -0.032 -0.059
H -9.609306 2.967483 -1.001075 0.008 -0.086 -0.003
H -10.464939 3.054396 0.526780 0.006 -0.072 0.058
```
Forces are in eV/Å.

---

(2)
Below is a structure of composition C28H58Br2Cl6FKN2NaO7Si at a distorted geometry, with properties calculated with wB97M-V/def2-TZVPD.

molecular weight	1016.48	g mol⁻¹
HOMO	-6.90	eV
total charge	+1
electronic energy	-293832.4629	eV

```
107
Properties=species:S:1:pos:R:3:forces:R:3
C 3.385422 -5.728114 1.968597 -0.666 0.508 0.720
C 2.095161 -4.895644 1.816815 1.300 -0.294 -0.759
C 2.327190 -3.760790 0.814051 -0.419 -0.394 -0.127
C 1.143597 -2.816204 0.607352 0.362 0.327 -0.149
Si 0.482290 -2.063683 2.211113 0.517 -0.585 0.840
C -0.979006 -3.015946 2.936404 0.146 0.393 -0.327
C -2.044518 -3.450904 1.915220 -0.312 -0.647 0.601
C -1.811753 -4.888878 1.418431 -0.089 0.511 0.163
Cl -1.739789 -5.008788 -0.366631 0.125 -0.179 -0.034
H 4.219599 -5.072641 2.218023 0.216 -0.056 -0.164
H 3.260859 -6.380233 2.828365 0.231 -0.397 -0.152
H 3.594433 -6.347667 1.091082 0.018 -0.425 0.666
H 1.883274 -4.539859 2.821272 -0.380 0.239 -0.051
H 1.316822 -5.553271 1.430939 -0.371 0.106 0.317
H 3.239765 -3.214089 1.052502 -0.025 0.118 0.260
H 2.513186 -4.229286 -0.183825 0.004 0.088 0.038
H 1.496302 -1.983254 -0.004656 -0.071 0.127 -0.018
H 0.369969 -3.290875 0.005162 -0.169 -0.080 0.131
H 1.610030 -2.049290 3.174569 -0.018 -0.159 0.002
H 0.114435 -0.667365 2.072576 0.061 0.238 0.348
H -0.589696 -3.856251 3.512442 -0.153 -0.181 -0.013
H -1.454369 -2.360537 3.666556 0.113 0.114 0.099
H -2.177442 -2.755368 1.091415 0.194 0.039 -0.136
H -3.003280 -3.474595 2.436571 -0.130 0.151 -0.060
H -0.904159 -5.281431 1.862386 0.174 -0.112 -0.368
H -2.624006 -5.537682 1.730639 -0.092 -0.096 -0.068
C -1.486869 -8.070754 3.453981 -0.109 0.079 -0.163
Cl -0.132311 -6.976100 3.753898 0.046 -0.072 0.046
Cl -2.818006 -7.792443 4.603561 2.643 -0.670 0.560
H -1.836749 -7.927326 2.436644 0.056 0.070 -0.020
H -1.140691 -9.087632 3.592132 -0.010 -0.002 0.116
C -1.277716 0.266049 -1.413308 -0.046 -0.027 0.092
Cl 0.028323 1.146539 -2.151599 0.374 -1.791 -1.178
Cl -1.792232 -1.116489 -2.414182 -0.058 -0.005 0.050
Cl -0.805421 -0.286325 0.212144 -0.542 0.566 -1.173
H -2.118320 0.942545 -1.311764 0.019 0.027 0.036
K -5.179472 -7.285500 3.887546 -2.365 0.144 0.327
C 7.466839 -1.917526 3.830282 0.267 0.208 0.003
C 6.570161 -2.849986 3.053208 -0.137 -0.341 0.589
O 5.338104 -2.728192 3.713388 -0.048 1.108 -1.639
C 5.296879 -1.459706 4.244274 0.057 -0.309 0.401
O 4.320709 -0.914344 4.614057 -0.291 0.225 -0.184
O 6.540113 -0.912660 4.246986 0.027 -0.204 -0.148
F 6.981194 -4.146144 3.138618 0.001 -0.003 -0.354
H 7.900271 -2.409287 4.701049 -0.192 -0.183 0.008
H 8.260924 -1.484736 3.225619 -0.121 0.203 -0.015
H 6.435820 -2.579917 1.999290 0.214 -0.181 -0.085
Br -0.258383 3.490580 -0.695608 -0.495 2.087 1.165
C 0.041304 1.072683 -6.589400 -0.226 -0.018 -0.429
C 0.703023 2.439527 -6.320831 -0.340 -3.073 0.814
C -0.326014 3.405014 -5.722335 -0.322 1.023 -0.573
C -1.380869 3.858655 -6.731141 0.135 -0.195 -0.159
C -0.737416 4.457232 -7.984823 -0.016 0.173 1.253
C 0.343150 3.577681 -8.630672 -0.859 -1.263 -2.869
N 1.287480 3.028140 -7.586727 -1.689 4.149 2.251
O 2.121130 3.866915 -7.306687 1.357 -0.930 -0.641
C -0.304390 2.427957 -9.428194 -0.156 -0.376 0.350
C 1.091307 4.395040 -9.679815 0.665 0.330 0.453
C 1.785326 2.141703 -5.296642 0.726 0.651 -0.168
H -0.088918 0.542089 -5.648484 0.101 0.119 0.097
H -0.949426 1.142192 -7.030226 0.037 0.040 -0.069
H 0.663509 0.450611 -7.233936 0.012 0.001 -0.001
H 0.187684 4.285874 -5.324057 0.151 -0.071 -0.033
H -0.805143 2.920413 -4.871294 0.205 -0.234 0.006
H -2.036392 3.028348 -7.002476 0.010 -0.015 0.012
H -2.021034 4.608495 -6.265469 -0.002 0.008 -0.005
H -1.504910 4.665386 -8.729564 0.151 -0.141 -0.219
H -0.297545 5.422748 -7.715856 0.172 -0.062 -0.044
H 0.448653 1.718266 -9.772021 0.009 -0.002 0.001
H -0.804016 2.825838 -10.307794 0.080 0.154 0.006
H -1.062986 1.882604 -8.873647 0.062 -0.018 0.059
H 1.490097 5.323838 -9.275406 0.076 -0.047 0.047
H 0.408315 4.661945 -10.481262 -0.128 -0.101 0.048
H 1.915770 3.826756 -10.111712 -0.012 -0.016 -0.017
H 2.525632 1.439903 -5.684464 -0.053 -0.032 -0.040
H 1.308583 1.696902 -4.433515 -0.112 -0.083 0.082
H 2.309193 3.033624 -4.957586 -0.019 0.034 -0.042
C -4.713606 -8.992600 9.119418 0.165 -0.038 -0.004
C -4.636922 -8.595182 7.640824 0.013 -0.092 0.366
O -3.501471 -8.491746 7.130523 0.035 0.175 -0.298
O -5.736681 -8.403331 7.066484 -0.287 0.307 -0.798
H -3.719945 -9.137308 9.538365 0.026 0.012 -0.042
H -5.223670 -8.212199 9.684563 -0.096 -0.037 -0.031
H -5.278174 -9.919494 9.223733 -0.096 0.055 -0.002
C -1.163612 8.069689 3.427426 0.074 -0.124 0.338
N -2.312604 7.134973 3.191552 0.034 0.004 0.015
C -3.381623 7.467677 4.177418 -0.017 -0.110 -0.082
C -1.858703 5.727289 3.412713 0.050 0.049 -0.044
C -2.901128 7.298762 1.805309 0.143 0.296 0.008
C -1.970713 6.955538 0.674893 0.495 -0.195 -0.322
O -0.824846 7.793776 0.692440 -0.079 0.140 0.048
H -0.967438 8.087619 4.497963 -0.076 0.011 0.018
H -0.288343 7.701539 2.911486 -0.035 0.102 -0.180
H -1.438748 9.059585 3.078978 0.054 0.016 -0.061
H -2.980965 7.341899 5.179043 -0.015 0.010 0.024
H -4.219880 6.793105 4.024083 -0.039 0.021 0.017
H -3.690118 8.497873 4.021265 -0.024 0.010 0.021
H -1.038001 5.502784 2.736918 -0.032 -0.052 -0.030
H -2.695081 5.058622 3.226119 0.016 -0.039 -0.006
H -1.521870 5.635989 4.442187 -0.010 -0.005 0.016
H -3.224279 8.338003 1.736824 -0.008 0.012 0.058
H -3.774835 6.650040 1.763646 -0.010 -0.007 -0.018
H -2.499679 7.101426 -0.271014 -0.290 -0.146 0.136
H -1.655625 5.914794 0.724158 -0.096 -0.294 -0.176
H -0.211569 7.453600 0.030504 0.026 -0.063 0.019
Br 5.273381 -3.727439 6.195663 0.070 -0.597 1.100
Na 3.875204 -5.875709 -0.687859 0.135 0.292 -0.455
```
Forces are in eV/Å.